No. 1
Computed, not measured: a 2-piece molecular cluster, C4H12O3 overall at a distorted geometry, with ωB97M-V with the def2-TZVPD basis set.

The value obtained for the max |F| is 1.52 eV/Å. For the highest occupied orbital energy, the calculation gives -10.1511 eV. Its SMILES is C[C@@H](O)CCO.O.

Each line ends with the Mulliken charge.
Positions of all 19 atoms, in Å:
C (1.733, 1.778, -0.069)  -1.43
C (0.830, 0.653, -0.518)  0.58
O (1.492, -0.635, -0.510)  -0.50
C (-0.476, 0.477, 0.192)  -0.71
C (-1.500, -0.290, -0.663)  -0.76
O (-2.648, -0.589, 0.094)  -0.49
H (2.704, 1.792, -0.566)  0.40
H (1.231, 2.727, -0.215)  0.34
H (1.961, 1.667, 0.998)  0.34
H (0.598, 0.838, -1.580)  0.15
H (2.341, -0.490, -0.948)  0.28
H (-0.954, 1.390, 0.520)  0.45
H (-0.339, -0.074, 1.123)  0.32
H (-1.066, -1.240, -0.949)  0.36
H (-1.701, 0.328, -1.547)  0.40
H (-3.125, 0.223, 0.285)  0.31
O (-0.742, -2.827, 1.507)  -0.63
H (-0.170, -2.156, 1.100)  0.31
H (-0.168, -3.572, 1.747)  0.29

***

No. 2
Computed, not measured: a 3-piece molecular cluster, C4H12O3 overall at a distorted geometry, with ωB97M-V with the def2-TZVPD basis set.

The value obtained for the max |F| is 2.59 eV/Å. For the highest occupied orbital energy, the calculation gives -9.5265 eV. Its SMILES is CCCC=O.O.O.

Each line ends with the Mulliken charge.
Positions of all 19 atoms, in Å:
C (3.125, -0.252, -0.885)  -1.21
C (2.214, -1.015, 0.082)  -0.39
C (0.777, -1.038, -0.401)  -0.46
C (-0.151, -1.740, 0.587)  -0.04
O (-1.119, -1.231, 1.048)  -0.44
H (4.129, -0.175, -0.464)  0.33
H (3.212, -0.907, -1.763)  0.30
H (2.823, 0.710, -1.276)  0.35
H (2.633, -1.998, 0.292)  0.32
H (2.210, -0.531, 1.068)  0.34
H (0.314, -0.063, -0.536)  0.26
H (0.695, -1.582, -1.349)  0.32
H (0.203, -2.734, 0.921)  0.32
O (0.231, 5.086, 1.288)  -0.63
H (1.082, 4.768, 1.486)  0.31
H (-0.048, 5.051, 0.383)  0.32
O (-4.377, -0.960, -1.291)  -0.63
H (-4.476, -1.167, -2.220)  0.31
H (-5.217, -0.593, -0.992)  0.32

***

No. 3
Computed, not measured: a 3-piece molecular cluster, C4H12O3 overall at a distorted geometry, with ωB97M-V with the def2-TZVPD basis set.

The value obtained for the max |F| is 1.55 eV/Å. For the highest occupied orbital energy, the calculation gives -9.6124 eV. Its SMILES is C=O.CCC.OO.

Each line ends with the Mulliken charge.
Positions of all 19 atoms, in Å:
C (-1.953, 0.274, -1.386)  -0.18
O (-1.766, -0.912, -1.536)  -0.50
H (-2.396, 0.667, -0.458)  0.32
H (-1.776, 1.002, -2.191)  0.31
C (1.502, -0.268, -1.028)  -1.13
C (0.828, 0.810, -0.189)  0.50
C (1.320, 0.792, 1.257)  -1.31
H (2.583, -0.141, -1.026)  0.42
H (1.169, -0.226, -2.062)  0.30
H (1.267, -1.248, -0.623)  0.26
H (1.023, 1.793, -0.627)  0.41
H (-0.260, 0.586, -0.135)  -0.42
H (1.023, -0.152, 1.722)  0.29
H (2.392, 0.916, 1.300)  0.39
H (0.863, 1.603, 1.824)  0.31
O (-0.956, -1.723, 0.921)  -0.35
O (-1.878, -0.938, 1.678)  -0.33
H (-1.313, -1.630, -0.024)  0.41
H (-1.671, -1.207, 2.584)  0.30

***

No. 4
Computed, not measured: a 3-piece molecular cluster, C4H12O3 overall at a distorted geometry, with ωB97M-V with the def2-TZVPD basis set.

The value obtained for the max |F| is 2.88 eV/Å. For the highest occupied orbital energy, the calculation gives -8.6783 eV. Its SMILES is C/C=C(/C)O.O.O.

Each line ends with the Mulliken charge.
Positions of all 19 atoms, in Å:
C (0.005, 3.073, -1.088)  -1.15
C (-0.461, 1.674, -0.992)  -0.17
C (-0.326, 0.836, 0.051)  0.40
C (-1.069, -0.447, 0.166)  -0.51
O (0.527, 1.072, 1.096)  -0.50
H (0.448, 3.705, -0.325)  0.39
H (-0.884, 3.629, -1.438)  0.26
H (0.629, 3.244, -1.982)  0.29
H (-1.209, 1.346, -1.700)  0.26
H (-1.724, -0.444, 1.036)  0.32
H (-0.353, -1.266, 0.241)  -0.15
H (-1.724, -0.559, -0.692)  0.27
H (0.900, 1.929, 0.934)  0.30
O (-0.324, -4.309, 1.555)  -0.64
H (0.475, -3.775, 1.479)  0.32
H (-0.995, -3.675, 1.363)  0.32
O (1.733, -2.319, 0.143)  -0.60
H (1.656, -1.394, -0.067)  0.27
H (2.697, -2.321, 0.221)  0.30

***

No. 5
Computed, not measured: a 4-piece molecular cluster, C4H12O3 overall at a distorted geometry, with ωB97M-V with the def2-TZVPD basis set.

The value obtained for the max |F| is 3.22 eV/Å. For the highest occupied orbital energy, the calculation gives -8.6075 eV. Its SMILES is C=CC=C.O.O.O.

Each line ends with the Mulliken charge.
Positions of all 19 atoms, in Å:
C (3.274, -0.727, 1.235)  -0.56
C (3.373, -1.780, 2.064)  -0.25
C (3.370, -3.203, 1.597)  0.13
C (3.967, -4.184, 2.273)  -0.80
H (2.399, -0.587, 0.608)  0.26
H (3.956, 0.122, 1.250)  0.25
H (4.069, -1.829, 2.919)  0.17
H (2.891, -3.458, 0.644)  0.29
H (3.791, -5.202, 1.962)  0.27
H (4.395, -3.931, 3.229)  0.25
O (-4.022, 4.143, 0.143)  -0.62
H (-4.181, 3.541, -0.587)  0.30
H (-4.381, 3.670, 0.893)  0.31
O (-4.623, 0.320, -2.187)  -0.64
H (-4.130, -0.031, -2.926)  0.32
H (-5.402, 0.706, -2.652)  0.33
O (-2.735, 4.443, -3.732)  -0.63
H (-2.986, 3.527, -3.915)  0.31
H (-3.029, 4.461, -2.818)  0.32

***

No. 6
Computed, not measured: an isolated ion of composition C4H12O3P and charge +1, with ωB97M-V with the def2-TZVPD basis set.

The value obtained for the max |F| is 0.75 eV/Å. For the highest occupied orbital energy, the calculation gives -15.2709 eV. As for the net charge: +1.

Each line ends with the Mulliken charge.
Positions of all 20 atoms, in Å:
C (2.089, -0.884, 0.131)  -1.16
C (2.042, 0.643, 0.114)  -0.33
C (0.769, 1.227, -0.475)  -0.40
O (-0.144, 1.668, 0.605)  -0.34
P (-1.574, 1.067, 0.725)  0.33
C (-1.729, -0.732, 0.491)  -0.30
O (-2.661, -0.885, -0.573)  -0.23
O (-2.318, -2.036, -1.340)  -0.32
H (3.092, -1.236, 0.346)  0.36
H (1.409, -1.292, 0.881)  0.27
H (1.785, -1.274, -0.841)  0.34
H (2.137, 1.044, 1.123)  0.28
H (2.879, 1.024, -0.467)  0.36
H (0.994, 2.130, -1.035)  0.34
H (0.258, 0.538, -1.149)  0.37
H (-1.982, 1.380, 2.015)  0.17
H (-2.419, 1.670, -0.207)  0.20
H (-0.776, -1.203, 0.257)  0.30
H (-2.145, -1.157, 1.409)  0.41
H (-1.707, -1.695, -2.009)  0.34

***

No. 7
Computed, not measured: a 2-piece molecular cluster, C4H12O3PS overall at a distorted geometry, with ωB97M-V with the def2-TZVPD basis set.

The value obtained for the max |F| is 3.29 eV/Å. For the highest occupied orbital energy (alpha / beta), the calculation gives -11.9937 / -12.0114 eV. As for the net charge: +1.

Each line ends with the Mulliken charge.
Positions of all 21 atoms, in Å:
C (0.324, 2.800, -0.632)  -0.67
C (1.756, 0.283, 2.842)  -0.62
C (-2.377, -0.238, 1.469)  -0.64
C (0.490, -3.001, -3.902)  -0.76
O (0.401, 2.026, 0.509)  -0.18
O (0.413, 0.351, 2.350)  -0.22
O (-1.641, 0.799, 0.925)  -0.24
P (-0.030, 0.539, 0.830)  0.48
S (-0.476, -2.578, -2.462)  0.33
H (0.876, 3.720, -0.513)  0.29
H (-0.711, 2.844, -1.041)  0.28
H (0.958, 2.340, -1.349)  0.31
H (2.379, 0.086, 1.957)  0.31
H (1.592, -0.394, 3.698)  0.23
H (1.860, 1.281, 3.177)  0.28
H (-2.469, -0.164, 2.547)  0.25
H (-1.982, -1.286, 1.242)  0.28
H (-3.355, -0.178, 0.915)  0.25
H (0.582, -2.197, -4.548)  0.35
H (0.013, -3.661, -4.552)  0.38
H (1.398, -3.372, -3.460)  0.31

***

No. 8
Computed, not measured: a 3-piece molecular cluster, C4H12O4 overall at a distorted geometry, with ωB97M-V with the def2-TZVPD basis set.

The value obtained for the max |F| is 2.28 eV/Å. For the highest occupied orbital energy (alpha / beta), the calculation gives -14.5384 / -14.5380 eV. As for the net charge: +1. As for the multiplicity: 2.

Each line ends with the Mulliken charge.
Positions of all 20 atoms, in Å:
O (0.300, 0.059, -3.569)  -0.02
C (0.464, -0.599, -2.586)  0.21
C (1.165, -0.006, -1.386)  -1.15
C (0.422, 0.134, -0.065)  0.67
C (1.296, 0.694, 1.038)  -1.46
O (-0.617, 1.138, -0.270)  -0.55
H (0.324, -1.699, -2.570)  0.39
H (1.417, 1.020, -1.679)  0.55
H (2.121, -0.546, -1.258)  0.47
H (-0.086, -0.797, 0.203)  0.38
H (1.727, -0.119, 1.641)  0.36
H (0.753, 1.218, 1.819)  0.45
H (2.116, 1.234, 0.549)  0.34
H (-0.709, 1.430, -1.169)  0.29
H (-1.378, -0.461, 3.620)  0.31
H (-1.372, -0.227, 2.153)  0.33
O (-0.874, 0.008, 2.942)  -0.57
H (-2.045, -0.082, 0.034)  0.34
H (-2.324, -1.626, 0.385)  0.32
O (-2.699, -0.773, 0.169)  -0.66

***

No. 9
Computed, not measured: a 2-piece molecular cluster, C4H12OS overall at a distorted geometry, with ωB97M-V with the def2-TZVPD basis set.

The value obtained for the max |F| is 2.11 eV/Å. For the highest occupied orbital energy, the calculation gives -9.0413 eV. Its SMILES is CCO.CCS.

Each line ends with the Mulliken charge.
Positions of all 18 atoms, in Å:
C (2.635, 0.802, 4.120)  -0.88
C (3.382, -0.512, 4.176)  -0.24
O (3.192, -1.109, 5.464)  -0.52
H (2.986, 1.628, 4.748)  0.27
H (2.573, 1.244, 3.123)  0.32
H (1.639, 0.658, 4.553)  0.25
H (4.432, -0.307, 4.243)  0.20
H (3.191, -1.113, 3.291)  0.30
H (2.454, -1.731, 5.490)  0.30
C (-3.323, -0.600, -4.866)  -0.98
C (-2.214, 0.183, -4.154)  -0.35
S (-2.705, 1.833, -3.597)  -0.24
H (-3.007, -1.013, -5.817)  0.28
H (-4.226, -0.033, -5.105)  0.31
H (-3.717, -1.422, -4.265)  0.30
H (-1.905, -0.431, -3.313)  0.30
H (-1.405, 0.333, -4.802)  0.29
H (-3.983, 1.588, -3.290)  0.10

***

No. 10
Computed, not measured: a 2-piece molecular cluster, C4H12OS overall at a distorted geometry, with ωB97M-V with the def2-TZVPD basis set.

The value obtained for the max |F| is 1.12 eV/Å. For the highest occupied orbital energy, the calculation gives -9.1038 eV. Its SMILES is CCCCS.O.

Each line ends with the Mulliken charge.
Positions of all 18 atoms, in Å:
C (1.936, 1.328, 1.113)  -1.08
C (0.853, 1.870, 0.161)  -0.40
C (-0.403, 0.985, 0.206)  -0.32
C (-0.694, 0.291, -1.109)  -0.76
S (-2.024, -0.958, -0.967)  -0.21
H (2.898, 1.831, 1.001)  0.36
H (1.567, 1.543, 2.124)  0.31
H (2.144, 0.265, 1.019)  0.07
H (1.287, 1.811, -0.850)  0.29
H (0.659, 2.917, 0.373)  0.31
H (-1.326, 1.412, 0.602)  0.41
H (-0.193, 0.191, 0.934)  0.14
H (0.179, -0.247, -1.464)  0.32
H (-1.065, 0.926, -1.910)  0.36
H (-1.425, -1.729, -0.057)  0.12
O (1.745, -2.067, 1.127)  -0.64
H (1.748, -1.535, 0.322)  0.35
H (1.496, -1.413, 1.787)  0.36

***

No. 11
Computed, not measured: a 2-piece molecular cluster, C4H12OS overall, with ωB97M-V with the def2-TZVPD basis set.

The value obtained for the max |F| is 0.99 eV/Å. For the highest occupied orbital energy, the calculation gives -8.8381 eV. Its SMILES is CCCCS.O.

Each line ends with the Mulliken charge.
Positions of all 18 atoms, in Å:
C (1.635, 0.948, -1.039)  -1.18
C (0.961, 0.981, 0.337)  -0.48
C (-0.391, 0.277, 0.273)  -0.12
C (-1.182, 0.328, 1.573)  -0.60
S (-2.495, -0.952, 1.616)  -0.25
H (2.475, 1.632, -1.037)  0.37
H (1.993, -0.056, -1.262)  0.27
H (0.920, 1.239, -1.807)  0.31
H (0.841, 2.024, 0.650)  0.34
H (1.597, 0.562, 1.123)  0.34
H (-0.208, -0.742, -0.083)  -0.18
H (-0.958, 0.776, -0.513)  0.34
H (-1.688, 1.284, 1.663)  0.34
H (-0.487, 0.122, 2.385)  0.35
H (-2.302, -1.480, 0.404)  0.11
O (-0.629, -2.429, -1.411)  -0.65
H (0.076, -2.525, -0.755)  0.35
H (-0.159, -1.990, -2.119)  0.32

***

No. 12
Computed, not measured: a 2-piece molecular cluster, C4H12OS overall at a distorted geometry, with ωB97M-V with the def2-TZVPD basis set.

The value obtained for the max |F| is 2.86 eV/Å. For the highest occupied orbital energy, the calculation gives -8.7106 eV. Its SMILES is CCO.CSC.

Each line ends with the Mulliken charge.
Positions of all 18 atoms, in Å:
C (-2.242, -2.286, -3.193)  -1.00
C (-1.023, -1.767, -3.968)  -0.15
O (-0.452, -2.650, -4.910)  -0.52
H (-1.806, -2.858, -2.395)  0.30
H (-2.747, -1.552, -2.521)  0.32
H (-2.890, -2.808, -3.892)  0.29
H (-0.316, -1.543, -3.188)  0.23
H (-1.167, -0.878, -4.642)  0.26
H (-0.316, -3.541, -4.580)  0.28
C (0.640, 0.894, 4.255)  -0.95
S (0.495, 1.632, 2.630)  -0.07
C (1.994, 2.741, 2.425)  -0.82
H (1.606, 0.922, 4.775)  0.31
H (0.586, -0.192, 4.346)  0.34
H (0.031, 1.210, 5.129)  0.32
H (2.134, 3.580, 3.108)  0.31
H (2.935, 2.166, 2.437)  0.28
H (1.763, 3.246, 1.511)  0.28

***

No. 13
Computed, not measured: an isolated ion of composition C4H12PS and charge +1 at a distorted geometry, with ωB97M-V with the def2-TZVPD basis set.

The value obtained for the max |F| is 4.37 eV/Å. For the highest occupied orbital energy, the calculation gives -14.0335 eV. As for the net charge: +1.

Each line ends with the Mulliken charge.
Positions of all 18 atoms, in Å:
C (-0.208, 2.237, 0.302)  -1.24
C (1.305, -1.777, -0.415)  -1.08
C (-1.109, -0.804, 1.175)  -0.92
C (0.729, 1.067, 0.069)  -0.49
P (-0.094, -0.501, -0.281)  0.61
S (-1.585, -0.162, -2.363)  -0.18
H (-1.295, 2.102, 0.497)  0.37
H (0.176, 2.680, 1.229)  0.36
H (-0.091, 3.015, -0.391)  0.34
H (2.149, -1.355, 0.074)  0.40
H (1.549, -2.062, -1.438)  0.34
H (0.993, -2.584, 0.164)  0.43
H (-2.038, -1.218, 0.989)  0.34
H (-1.332, 0.224, 1.390)  0.32
H (-0.412, -1.448, 1.761)  0.38
H (1.407, 0.821, 0.817)  0.47
H (1.490, 1.123, -0.796)  0.35
H (-1.635, -1.357, -2.783)  0.18

***

No. 14
Computed, not measured: a 2-piece molecular cluster, C4H12S2 overall at a distorted geometry, with ωB97M-V with the def2-TZVPD basis set.

The value obtained for the max |F| is 2.05 eV/Å. For the highest occupied orbital energy, the calculation gives -9.0676 eV. Its SMILES is CCS.CCS.

Each line ends with the Mulliken charge.
Positions of all 18 atoms, in Å:
C (-1.675, 0.649, 1.346)  -0.65
C (-0.317, 0.836, 2.021)  -0.62
S (0.349, -0.788, 2.616)  -0.18
H (-2.301, 1.538, 1.391)  0.31
H (-2.191, -0.191, 1.801)  0.28
H (-1.519, 0.475, 0.282)  0.05
H (0.533, 1.233, 1.479)  0.40
H (-0.405, 1.402, 2.948)  0.33
H (1.386, -0.825, 1.779)  0.11
C (-0.114, -0.347, -2.208)  -1.29
C (0.864, -0.663, -1.058)  0.88
S (2.489, 0.057, -1.334)  -0.22
H (0.231, -0.972, -3.031)  0.41
H (-0.173, 0.683, -2.558)  0.32
H (-1.149, -0.611, -1.972)  0.34
H (0.496, -0.155, -0.165)  -1.02
H (0.736, -1.728, -0.866)  0.42
H (2.760, -0.595, -2.473)  0.12